Record 1
Here is 2 unconnected molecules or ions with the total composition C2H4ClFO2 at a distorted geometry from OMol25. Energies are from the ωB97M-V functional and the def2-TZVPD basis.

Output
Multiplicity: 1
ΔE to the lowest compared entry with this formula, charge and spin: 53.7 kcal per mole
Net charge: 0
HOMO-LUMO gap: 0.3376 Eh
Total energy: -789.05689 a.u.

```
10
Properties=species:S:1:pos:R:3:lowdin_charge:R:1
C -0.05 0.43 -0.71 -0.001
C -1.22 -1.04 0.67 -0.826
O -0.37 -0.83 1.64 0.113
O -1.24 -0.30 -0.39 -0.041
F 0.05 -2.87 -0.14 -0.584
Cl -2.61 -1.97 0.93 0.869
H 0.82 -0.22 -0.62 0.108
H 0.05 1.29 -0.04 0.104
H -0.17 0.76 -1.74 0.106
H -0.26 -1.59 2.22 0.151
```

***

Record 2
Here is a molecular structure, C5H8N at a distorted geometry from OMol25. Energies are from the ωB97M-V functional and the def2-TZVPD basis.

Output
Multiplicity: 1
ΔE to the lowest compared entry with this formula, charge and spin: 166.2 kcal per mole
Net charge: +1
HOMO-LUMO gap (spin up / spin down): 0.2791 / 0.2836 Eh
Total energy: -249.56036 a.u.

```
14
Properties=species:S:1:pos:R:3:lowdin_charge:R:1
C 2.17 0.46 0.45 0.178
C 0.86 -0.51 -1.81 0.104
C 0.03 -0.64 0.00 -0.166
C 1.21 0.10 -0.50 -0.182
C -1.79 0.48 1.17 0.184
N -0.06 -1.27 -1.21 0.093
H 3.33 0.34 0.49 0.138
H 1.80 0.62 1.39 0.037
H 0.88 -0.50 -2.85 0.127
H 0.26 -1.28 0.94 0.157
H -2.09 -0.58 1.29 0.024
H -2.31 1.16 0.47 0.042
H -1.13 0.95 2.03 0.076
H -0.22 -2.26 -1.33 0.188
```

***

Record 3
Here is 2 unconnected molecules or ions with the total composition C6H12 from OMol25. Energies are from the ωB97M-V functional and the def2-TZVPD basis.

Output
Multiplicity: 1
Structure (SMILES): C=CCC.C=C
ΔE to the lowest compared entry with this formula, charge and spin: 53.9 kcal per mole
Net charge: 0
HOMO-LUMO gap: 0.3699 Eh
Total energy: -235.73232 a.u.

```
18
Properties=species:S:1:pos:R:3:lowdin_charge:R:1
C 1.01 1.68 0.65 -0.052
C -0.01 1.12 0.02 -0.236
C -1.13 0.38 0.71 -0.267
C -2.14 -0.31 -0.22 -0.117
H 1.78 2.23 0.12 0.057
H 1.15 1.55 1.73 0.068
H -0.07 1.19 -1.07 0.107
H -1.66 1.13 1.30 0.108
H -0.73 -0.35 1.43 0.110
H -2.45 0.36 -1.02 0.073
H -1.73 -1.22 -0.68 0.052
H -3.03 -0.60 0.35 0.070
C 2.00 -0.88 -0.25 -0.102
C 1.04 -1.55 -0.87 -0.104
H 2.17 -0.96 0.82 0.064
H 2.62 -0.15 -0.77 0.060
H 0.38 -2.22 -0.33 0.050
H 0.82 -1.39 -1.92 0.059
```

***

Record 4
Here is a single C6H6BrIN2O2 molecule at a distorted geometry from OMol25. Energies are from the ωB97M-V functional and the def2-TZVPD basis.

Output
Multiplicity: 1
ΔE to the lowest compared entry with this formula, charge and spin: 62.3 kcal per mole
Net charge: 0
HOMO-LUMO gap: 0.2653 Eh
Total energy: -3363.66212 a.u.

```
18
Properties=species:S:1:pos:R:3:lowdin_charge:R:1
C -0.25 -0.51 -1.43 -0.168
C -1.02 -0.87 -0.43 -0.069
C 1.38 1.15 -2.29 -0.533
C 0.62 0.62 -1.28 -0.075
C -1.14 -0.06 0.81 -0.476
C 0.18 0.72 0.93 -0.666
N -1.60 -0.71 1.96 0.070
N 1.24 -0.27 1.11 -0.438
O 0.96 -1.48 0.98 0.049
O 2.31 0.24 1.34 -0.012
Br 0.92 0.82 -4.10 0.706
I 0.47 2.52 1.85 1.022
H -0.05 -1.12 -2.22 0.062
H -1.65 -1.84 -0.42 0.162
H 2.24 1.73 -2.18 0.024
H -1.95 0.74 0.48 0.178
H -1.14 -1.56 2.08 0.047
H -1.51 -0.12 2.83 0.116
```

***

Record 5
Here is 3 unconnected molecules or ions with the total composition C4H9N2 at a distorted geometry from OMol25. Energies are from the ωB97M-V functional and the def2-TZVPD basis.

Output
Multiplicity: 1
ΔE to the lowest compared entry with this formula, charge and spin: 117.0 kcal per mole
Net charge: +1
HOMO-LUMO gap: 0.3272 Eh
Total energy: -266.91285 a.u.

```
15
Properties=species:S:1:pos:R:3:lowdin_charge:R:1
C -2.51 0.55 2.70 0.076
C -3.14 0.41 1.66 0.023
C 2.39 -0.06 -2.56 -0.092
C -0.11 -1.09 0.41 0.131
N 1.76 0.45 -1.63 -0.012
N -0.41 0.12 0.28 0.165
H -1.97 0.45 3.56 0.013
H -3.87 0.24 0.96 0.024
H 3.39 0.44 -2.83 0.108
H 2.18 -1.06 -2.87 0.062
H 0.84 -1.53 0.19 0.119
H -0.82 -1.59 0.96 0.085
H -1.33 0.61 0.58 0.121
H 1.87 1.39 -1.23 0.072
H 0.25 0.79 -0.17 0.104
```

***

Record 6
Here is 4 unconnected molecules or ions with the total composition C19H46FNO6S at a distorted geometry from OMol25. Energies are from the ωB97M-V functional and the def2-TZVPD basis.

Output
Multiplicity: 1
Structure (SMILES): COCCCCCCCCN(C)S(=O)(=O)F.CC(C)O.CC(C)O.CC(C)O
Net charge: 0
HOMO-LUMO gap: 0.3272 Eh
Total energy: -1755.46182 a.u.

```
74
Properties=species:S:1:pos:R:3:lowdin_charge:R:1
C -2.87 1.90 -5.45 -0.134
O -3.26 1.09 -4.29 -0.271
C -3.31 -0.36 -4.63 -0.229
C -1.84 -1.10 -4.57 -0.182
C -1.13 -0.92 -3.07 -0.195
C 0.11 0.19 -3.15 -0.208
C 1.14 0.08 -1.84 -0.202
C 0.34 0.26 -0.40 -0.186
C 0.76 1.68 0.37 -0.172
C -0.38 2.18 1.44 -0.242
N 0.11 2.40 2.85 -0.243
C -1.10 3.02 3.57 -0.128
S 1.34 3.65 2.96 0.887
O 2.78 3.14 2.59 -0.342
O 1.43 4.03 4.49 -0.362
F 0.93 5.11 2.13 -0.257
H -2.27 1.28 -6.28 0.099
H -2.09 2.71 -5.05 0.106
H -3.80 2.38 -5.98 0.096
H -4.01 -0.87 -3.81 0.131
H -3.85 -0.50 -5.67 0.125
H -1.88 -2.24 -4.91 0.118
H -1.16 -0.56 -5.39 0.101
H -1.92 -0.60 -2.25 0.111
H -0.67 -1.99 -2.80 0.111
H -0.36 1.28 -3.24 0.114
H 0.74 0.02 -4.14 0.107
H 1.62 -1.01 -1.89 0.094
H 2.02 0.87 -1.98 0.120
H -0.85 0.20 -0.53 0.107
H 0.71 -0.61 0.32 0.104
H 1.82 1.47 0.84 0.113
H 0.79 2.50 -0.49 0.125
H -1.18 1.29 1.50 0.146
H -0.95 3.09 0.98 0.109
H -1.01 4.21 3.58 0.093
H -2.10 2.80 2.96 0.116
H -1.13 2.63 4.68 0.113
C 0.76 -4.34 0.13 -0.057
C 1.99 -3.89 -0.64 -0.474
C 3.26 -4.45 -0.04 -0.061
O 2.05 -2.47 -0.64 -0.102
H 0.80 -3.99 1.17 0.074
H -0.15 -3.92 -0.31 0.077
H 0.67 -5.43 0.14 0.081
H 1.90 -4.21 -1.69 0.141
H 3.39 -4.10 0.99 0.067
H 4.14 -4.11 -0.60 0.083
H 3.25 -5.55 -0.04 0.080
H 2.13 -2.17 0.28 0.092
C -2.35 7.04 -0.85 -0.062
C -2.63 5.89 0.10 -0.491
C -2.38 6.29 1.55 -0.060
O -1.80 4.78 -0.23 -0.079
H -1.30 7.35 -0.78 0.084
H -2.52 6.73 -1.89 0.082
H -2.99 7.90 -0.63 0.082
H -3.67 5.56 -0.02 0.142
H -1.34 6.58 1.70 0.077
H -2.58 5.45 2.22 0.064
H -3.02 7.13 1.84 0.084
H -0.87 5.06 -0.13 0.084
C 1.22 -6.27 3.98 -0.060
C 2.45 -5.82 3.20 -0.511
C 3.73 -6.39 3.81 -0.059
O 2.52 -4.40 3.20 -0.079
H 1.26 -5.92 5.02 0.083
H 0.31 -5.85 3.54 0.079
H 1.14 -7.36 3.98 0.082
H 2.37 -6.15 2.16 0.120
H 3.86 -6.04 4.84 0.083
H 4.60 -6.04 3.25 0.081
H 3.71 -7.48 3.81 0.082
H 2.59 -4.10 4.12 0.099
```

***

Question: The lowest total energy belongs to which entry?
Answer: C6H6BrIN2O2

***

Question: Number 5 is which compound?
Answer: C4H9N2

***

Question: Which formula does entry 6 have?
Answer: C19H46FNO6S